[1]
The following is a DFT calculation (ωB97M-V/def2-TZVPD) of 3 unconnected molecules or ions with the total composition C21H43BFN3O11 in a non-equilibrium geometry.

Structure (XYZ):
```
80
Properties=species:S:1:pos:R:3:forces:R:3
C -4.122622 -2.037706 -0.044494 -0.118 -1.210 0.554
C -3.449258 -1.657300 1.359435 -0.195 -0.159 -0.238
O -1.996892 -1.844180 1.303891 -1.274 -0.235 -0.569
C -3.889988 -0.239741 1.963394 -0.760 0.069 -0.026
C -3.556710 1.023048 1.039794 0.796 2.624 -1.885
C -4.687946 1.409735 -0.065607 -1.267 -4.228 1.080
O -5.711337 0.671179 -0.161437 2.817 3.262 -0.118
N -4.471118 2.645593 -0.865469 -2.985 -0.854 0.277
C -5.669449 3.492457 -0.938205 1.159 5.076 -0.096
O -5.528999 4.740161 -0.818939 -1.210 -5.586 -0.607
F -6.998887 3.037336 -1.185830 2.723 0.097 0.566
O -2.228627 0.974320 0.422013 -3.507 -0.664 0.873
B -1.340826 1.457571 1.544800 1.239 -0.008 -0.504
C -0.212400 2.384831 0.776006 0.639 2.201 -2.353
O 0.979782 2.426774 1.297516 -1.866 0.315 -1.357
O -0.591710 3.062135 -0.388331 1.694 -2.184 4.149
O -2.192834 2.122964 2.584422 -2.244 0.917 -0.745
C -3.356344 2.488480 1.772620 0.923 -0.205 1.290
C -4.620798 3.156483 2.501967 0.458 0.826 0.703
H -3.892051 -1.309035 -0.894990 -0.460 -0.768 1.382
H -5.257509 -2.206539 0.112180 1.710 0.754 -0.407
H -3.700721 -3.074169 -0.348708 -0.812 2.033 0.695
H -3.810938 -2.458637 2.117786 0.564 1.266 -1.126
H -1.660877 -1.559858 0.425756 -0.536 0.373 0.965
H -3.424639 -0.129066 3.006756 -0.334 0.117 -1.757
H -5.033737 -0.290245 2.133524 1.652 0.051 -0.370
H -4.121543 2.395208 -1.803434 0.052 0.380 0.649
H -0.908543 0.476078 2.066949 0.736 -0.396 0.442
H -2.913185 3.300989 1.096078 -1.127 -1.634 -0.042
H -4.687199 2.926146 3.630743 0.082 0.007 -1.751
H -4.486953 4.307235 2.439844 -0.222 -1.834 0.089
H -5.633094 2.939179 2.007736 1.425 0.032 0.621
C 7.334593 5.742112 2.862333 -0.080 -0.457 0.218
O 6.532606 4.834449 3.599818 0.271 0.608 -0.174
C 5.144078 5.185380 3.614677 -0.492 -0.690 0.059
C 4.321425 4.197846 2.783713 0.296 0.523 -0.213
N 4.587484 4.353792 1.353787 0.274 0.001 0.253
C 4.055703 3.263002 0.528657 -0.055 -0.044 -0.152
C 4.590690 1.846549 0.785292 -0.534 0.255 -0.401
O 5.963072 1.660892 0.420164 0.280 -0.073 0.411
C 6.894781 2.089435 1.396291 -0.085 -0.295 -0.494
H 8.381855 5.504831 3.061509 -0.063 -0.048 0.046
H 7.160376 5.633929 1.789104 -0.012 0.208 -0.091
H 7.147676 6.775193 3.168826 -0.025 0.065 -0.073
H 4.976506 6.218875 3.292481 0.150 -0.072 -0.155
H 4.818456 5.108706 4.657184 0.008 0.020 -0.026
H 3.256739 4.368714 2.970433 0.033 -0.118 -0.073
H 4.573329 3.190964 3.128323 -0.095 -0.073 0.250
H 5.590265 4.402997 1.207662 -0.122 -0.031 0.111
H 4.282040 3.522705 -0.511609 -0.006 -0.091 0.035
H 2.963180 3.253839 0.618839 -0.126 -0.228 0.119
H 4.022460 1.169167 0.140611 0.043 0.121 0.063
H 4.411528 1.502750 1.808972 0.121 0.094 0.056
H 6.526743 1.945698 2.416656 -0.048 0.141 -0.037
H 7.164182 3.131730 1.227873 0.067 0.196 0.270
H 7.807001 1.498071 1.275379 -0.037 -0.060 -0.026
C 0.731979 -7.544827 -2.783681 0.139 0.379 0.169
O 1.127318 -6.227062 -3.131815 -0.140 -0.544 -0.264
C 0.812147 -5.877019 -4.480478 0.002 0.695 0.067
C -0.309297 -4.836058 -4.525413 -0.029 -0.552 0.232
N -1.592151 -5.417061 -4.126845 0.154 0.048 -0.097
C -2.642265 -4.426339 -3.874178 0.013 -0.139 0.286
C -2.410510 -3.406210 -2.747408 -0.437 -0.030 0.003
O -2.415065 -3.970739 -1.440535 0.758 -0.330 -0.857
C -1.182675 -4.550372 -1.042639 -0.234 0.061 0.381
H 1.175033 -7.784141 -1.815337 0.003 0.107 -0.065
H -0.354166 -7.613803 -2.686057 -0.066 -0.191 -0.076
H 1.088046 -8.272291 -3.518462 -0.060 -0.045 -0.040
H 0.570633 -6.755081 -5.089425 -0.120 -0.035 0.167
H 1.715828 -5.423825 -4.900451 -0.037 -0.011 -0.013
H -0.394803 -4.442423 -5.543645 -0.012 -0.001 0.029
H -0.020749 -4.015827 -3.862993 0.190 0.122 -0.080
H -1.459529 -5.960306 -3.280786 0.014 0.138 -0.102
H -3.548781 -4.991212 -3.631349 0.020 0.127 0.007
H -2.848722 -3.888384 -4.805967 0.091 0.045 0.030
H -3.254957 -2.709150 -2.767457 0.041 -0.067 0.063
H -1.516426 -2.794210 -2.903404 0.110 -0.116 0.044
H -0.319256 -4.022108 -1.457204 -0.064 -0.068 -0.057
H -1.157072 -5.605268 -1.316346 0.238 -0.152 -0.120
H -1.123377 -4.499335 0.047130 -0.090 0.171 -0.073
```
Forces are in eV/Å.

Its LUMO energy is 3.66 eV. As for the total charge: -2. The value obtained for the HOMO-LUMO gap is 3.55 eV. The energy above the lowest of the compared OMol25 structures with the same formula, charge and spin comes out at 73.86 kcal per mole. The value obtained for the total energy is -52855.817 eV.

=====

[2]
The following is a DFT calculation (ωB97M-V/def2-TZVPD) of 3 unconnected molecules or ions with the total composition C21H43BIN2O10P in a non-equilibrium geometry.

Structure (XYZ):
```
79
Properties=species:S:1:pos:R:3:forces:R:3
C 5.326417 -6.237028 -0.714713 -0.788 0.566 -0.263
B 3.877772 -5.922766 -0.164094 1.115 -0.178 0.500
O 3.669778 -6.026839 1.206180 -0.459 -0.151 -0.809
C 2.682565 -5.444520 -1.149270 0.364 -0.614 -0.235
C 2.775263 -6.299623 -2.356379 0.016 0.784 -0.176
N 2.883877 -6.814763 -3.379466 -0.057 -0.178 0.399
C 1.256779 -5.542398 -0.509475 -0.510 0.150 -0.143
C 1.058876 -4.532292 0.650637 0.362 0.020 0.184
C 1.124066 -6.915764 0.054717 0.550 -0.013 -0.444
N 1.130857 -8.022509 0.371798 -0.142 0.306 0.136
C 0.195045 -5.429458 -1.652024 -0.792 -0.540 0.137
C -1.182433 -4.874936 -1.247017 0.403 -0.263 -0.278
C -1.880327 -5.655669 -0.141645 -0.418 0.708 0.015
I -3.587262 -4.480974 0.524779 0.264 -0.278 -0.015
P 3.037503 -3.693761 -1.597513 -0.501 0.670 -0.057
O 1.826550 -2.878025 -1.765976 0.132 -0.214 -0.023
O 4.040505 -3.685463 -2.843980 -0.149 -0.218 1.149
O 3.919943 -3.138380 -0.351270 -0.046 -0.489 -0.679
H 5.624258 -7.247481 -0.433449 0.135 0.030 0.048
H 5.984038 -5.509976 -0.226990 0.134 -0.208 0.100
H 5.421899 -6.102898 -1.792876 0.084 -0.161 0.020
H 3.461153 -6.939874 1.441482 0.034 0.039 0.364
H 0.479236 -3.659644 0.366742 -0.101 -0.123 -0.108
H 0.602852 -5.046311 1.493688 -0.175 0.191 0.019
H 2.014177 -4.175749 1.034668 0.007 -0.155 -0.024
H 0.557402 -4.838158 -2.489087 0.170 0.169 0.195
H 0.039139 -6.437273 -2.049350 0.132 0.025 -0.029
H -1.813974 -4.928475 -2.136265 0.008 0.132 -0.002
H -1.070210 -3.816525 -1.013996 -0.153 -0.025 0.188
H -1.283852 -5.810245 0.749458 -0.024 -0.050 0.015
H -2.311756 -6.591150 -0.480779 0.139 -0.074 -0.015
H 4.512341 -2.840202 -2.794692 0.205 -0.040 -0.358
H 3.314417 -2.624313 0.198417 0.107 0.192 0.148
C 1.408824 4.455101 -1.690963 -0.114 0.036 0.117
O 0.332324 3.570376 -1.471770 0.200 -0.185 -0.294
C -0.568121 3.506411 -2.566329 -0.037 0.004 0.249
C -1.210706 2.139557 -2.666400 -0.089 -0.053 -0.056
O -0.359552 1.121637 -3.171813 0.024 0.023 0.022
C 0.684283 0.642758 -2.333950 0.083 -0.036 -0.095
C 0.222412 -0.212406 -1.175544 0.051 0.219 0.263
O -0.369519 0.579117 -0.152842 -0.277 0.079 -0.199
C -1.358503 -0.117199 0.571811 0.152 0.066 0.030
H 1.064171 5.494539 -1.716948 0.066 0.027 -0.064
H 2.108290 4.337158 -0.864475 -0.054 0.016 0.044
H 1.931482 4.217022 -2.624094 -0.021 0.046 -0.025
H -0.048384 3.726975 -3.505247 0.011 0.001 -0.009
H -1.353067 4.258816 -2.410401 -0.041 0.013 -0.174
H -2.019158 2.215784 -3.397420 0.027 -0.002 -0.030
H -1.661437 1.844402 -1.717507 0.124 0.078 0.122
H 1.323735 1.458167 -1.991535 -0.097 0.051 0.158
H 1.291435 0.005428 -2.980617 -0.054 -0.042 -0.007
H 1.087023 -0.731543 -0.748996 0.002 -0.148 -0.151
H -0.487266 -0.961829 -1.543370 0.004 -0.020 -0.002
H -2.105745 -0.557207 -0.098168 0.014 -0.066 0.023
H -1.858681 0.596997 1.224503 0.054 0.013 0.033
H -0.912718 -0.907468 1.188735 -0.087 -0.070 -0.013
C -2.903056 8.778319 2.798499 0.144 -0.037 0.050
O -2.327950 7.524254 3.085378 -0.230 -0.112 -0.187
C -2.938520 6.872501 4.186873 0.230 0.042 -0.073
C -2.881203 5.366279 4.041935 -0.018 -0.078 0.053
O -3.792492 4.829494 3.093170 0.009 0.028 0.004
C -3.518477 5.028451 1.712727 -0.094 -0.023 -0.033
C -2.367894 4.204761 1.175254 0.181 0.202 -0.116
O -1.121352 4.720881 1.600768 -0.093 -0.052 0.352
C -0.128229 3.720489 1.719340 0.096 0.060 -0.119
H -2.688088 9.501754 3.593468 -0.094 0.049 -0.008
H -2.466879 9.137821 1.867971 0.057 -0.010 0.027
H -3.987580 8.695036 2.663622 -0.011 0.036 0.052
H -3.986132 7.180198 4.282345 -0.014 0.003 -0.001
H -2.399349 7.162505 5.098735 -0.141 -0.046 0.115
H -3.193146 4.940187 4.998612 -0.039 0.007 -0.010
H -1.863178 5.023650 3.852469 0.060 0.149 -0.125
H -3.389501 6.086655 1.481406 0.195 0.019 0.033
H -4.423245 4.694306 1.198817 -0.004 -0.033 0.033
H -2.394796 4.227687 0.076717 -0.137 -0.137 -0.016
H -2.486758 3.165959 1.505891 -0.012 -0.015 0.007
H -0.473479 2.895248 2.354479 -0.012 -0.012 -0.025
H 0.744517 4.173040 2.190611 -0.044 0.072 -0.009
H 0.149580 3.338401 0.735483 -0.017 -0.172 0.091
```
Forces are in eV/Å.

Its LUMO energy is 0.00 eV. The value obtained for the HOMO-LUMO gap is 9.00 eV. Its SMILES is CB(O)[C@@](C#N)([C@](C)(C#N)CCCI)P(=O)(O)O.COCCOCCOC.COCCOCCOC. The value obtained for the total energy is -63995.258 eV.

=====

[3]
The following is a DFT calculation (ωB97M-V/def2-TZVPD) of a molecular structure, C21H43Br16FNO4PS in a non-equilibrium geometry.

Structure (XYZ):
```
88
Properties=species:S:1:pos:R:3:forces:R:3
C -1.951143 2.455308 0.726666 0.170 0.152 -0.449
C -2.431204 2.163474 -0.683716 0.035 -0.164 0.494
C -1.460060 1.366664 -1.566366 -0.763 0.229 0.690
N -0.486805 0.595787 -0.770929 -0.267 -0.411 -0.818
C 0.673689 0.223828 -1.509285 0.641 1.017 1.696
O 1.692613 0.796660 -1.231517 -0.771 -1.199 0.371
O 0.653613 -0.740050 -2.544689 -1.297 0.460 2.296
C -0.551189 -1.434367 -2.656507 0.983 -1.341 -0.856
F -1.316724 -0.861925 -3.618046 -0.435 0.204 0.016
P -0.114145 -3.135918 -3.310248 0.371 0.223 -1.244
O 0.643520 -3.887763 -2.138105 -0.261 0.277 0.510
O -1.544418 -3.842796 -3.410641 -0.201 0.072 0.353
S 0.829593 -3.121047 -4.945735 0.079 0.019 -0.147
H -2.615721 3.174404 1.183250 -0.176 0.254 0.179
H -0.952799 2.882635 0.696457 -0.047 -0.028 0.107
H -1.953483 1.576240 1.356199 0.155 -0.286 0.188
H -3.378420 1.642148 -0.613219 -0.305 -0.140 -0.087
H -2.626623 3.116427 -1.157328 -0.111 0.187 -0.328
H -2.066112 0.712213 -2.174433 -0.010 -0.066 -0.543
H -0.952214 2.087215 -2.186135 0.534 -0.108 -0.318
H -0.940092 -0.170052 -0.290452 0.057 -0.130 0.038
H -1.079358 -1.533819 -1.715583 -0.317 0.359 0.154
H 0.383842 -3.573544 -1.254665 0.368 -0.112 0.171
H -1.884367 -4.024907 -2.526225 -0.329 -0.212 -0.006
Br 5.720349 -0.247080 -4.583000 0.153 -0.152 -0.168
C 4.585156 1.096817 -5.407711 0.215 0.100 0.136
C 3.783712 1.790696 -4.338297 -0.479 -0.136 -0.140
Br 2.375655 0.610670 -3.683512 1.787 0.885 -2.592
H 3.958133 0.577204 -6.123176 -0.061 -0.019 0.007
H 5.246190 1.781674 -5.934528 0.047 0.018 0.076
H 3.293737 2.678699 -4.733826 -0.016 -0.020 -0.047
H 4.387144 2.067261 -3.479600 0.066 0.012 -0.023
Br 1.018655 3.473951 2.405261 0.078 0.165 0.205
C 0.544138 4.442723 4.032474 0.314 -0.092 -0.180
C -0.373856 3.652526 4.919280 -0.195 0.088 0.066
Br -2.190582 3.624819 4.236182 -0.027 -0.046 0.004
H 0.112717 5.384987 3.713090 -0.065 0.024 0.036
H 1.485538 4.629503 4.543583 0.007 -0.003 0.029
H -0.439268 4.107699 5.904515 0.032 0.042 -0.003
H -0.064290 2.620558 5.016921 0.070 -0.126 -0.004
Br 7.899631 -3.772239 -4.193909 -0.075 0.031 0.029
C 7.488704 -3.040220 -2.439476 0.251 -0.037 -0.088
C 6.477896 -3.868401 -1.695170 -0.267 0.128 -0.019
Br 4.701065 -3.538601 -2.421013 -0.087 -0.104 0.049
H 7.128489 -2.029543 -2.600494 0.023 0.043 0.012
H 8.440941 -3.007365 -1.915829 -0.024 -0.044 0.080
H 6.431416 -3.565803 -0.651793 0.032 0.032 0.011
H 6.663011 -4.935564 -1.753357 0.013 -0.027 -0.063
Br 0.842430 4.261625 -1.751411 0.041 -0.046 -0.042
C 0.537970 6.178023 -1.664385 0.147 -0.163 0.058
C -0.128799 6.567700 -0.372318 -0.158 0.147 -0.015
Br -2.022956 6.127818 -0.369749 0.030 -0.045 0.038
H -0.045328 6.447095 -2.537774 -0.059 0.043 0.007
H 1.523744 6.631702 -1.732101 0.008 0.035 0.034
H -0.083547 7.644951 -0.231787 0.021 0.022 -0.023
H 0.309477 6.067683 0.485541 0.039 -0.049 -0.009
Br 1.029985 -1.054749 4.136126 -0.057 -0.004 0.032
C 2.343465 -1.578261 2.806085 -0.038 0.128 0.178
C 1.889458 -1.253109 1.412029 0.198 0.003 -0.190
Br 0.523198 -2.528440 0.850821 -0.281 0.106 0.178
H 2.516489 -2.639049 2.950513 0.055 -0.034 -0.055
H 3.248160 -1.024731 3.043178 0.014 0.043 -0.042
H 2.710501 -1.361335 0.706554 -0.032 -0.050 -0.053
H 1.455241 -0.263595 1.308674 -0.018 0.027 0.055
Br 1.263719 -6.279128 0.391438 0.022 0.009 0.009
C 1.931397 -6.390699 -1.434446 -0.003 -0.183 -0.027
C 2.828536 -7.582758 -1.636606 0.120 0.130 -0.062
Br 4.590846 -7.287565 -0.871380 0.040 -0.088 0.107
H 2.436053 -5.452833 -1.640425 0.008 -0.069 -0.023
H 1.046381 -6.472530 -2.060050 0.041 -0.005 -0.012
H 2.997961 -7.743063 -2.698327 -0.017 0.040 -0.030
H 2.440482 -8.490866 -1.189432 -0.042 -0.010 0.036
Br -5.338507 1.239062 1.878639 -0.047 0.023 -0.012
C -5.491028 2.705503 3.145975 0.133 -0.212 0.028
C -6.923869 3.078339 3.404119 -0.037 0.228 -0.052
Br -7.682676 4.100357 1.933209 -0.025 -0.067 -0.014
H -4.909272 3.527425 2.740936 -0.039 0.062 -0.023
H -5.022879 2.342417 4.058312 -0.045 -0.022 0.023
H -6.993943 3.728197 4.272666 0.036 -0.008 0.034
H -7.560072 2.211991 3.545886 0.016 -0.052 0.024
Br -5.727941 -0.327592 5.565722 0.008 0.017 -0.057
C -6.881046 -1.446893 4.469023 -0.059 0.026 0.197
C -6.281975 -2.806376 4.221100 0.010 0.049 -0.218
Br -4.866934 -2.713472 2.895498 0.111 -0.061 0.018
H -7.058164 -0.899773 3.548767 0.027 -0.009 -0.051
H -7.809938 -1.537577 5.026782 -0.010 -0.034 0.015
H -7.029906 -3.476634 3.805168 -0.045 0.017 0.000
H -5.852987 -3.250642 5.112070 -0.003 0.036 0.062
```
Forces are in eV/Å.

Its LUMO energy is -0.13 eV. The value obtained for the HOMO-LUMO gap is 8.58 eV. The value obtained for the total energy is -1175677.898 eV.